Entry 1:
Entry from the Open Molecules 2025 dataset: C28H32Cl2O2SiSn as an isolated structure at a distorted geometry (the ωB97M-V functional and the def2-TZVPD basis).

ORCA input file:
```
! RIJCOSX wB97M-V def2-TZVPD def2/J DEFGRID3
* xyz -2 1
C 2.19 2.95 -2.19
C 1.60 3.61 -1.10
C 0.20 3.50 -1.20
C 2.33 4.29 -0.02
C -0.09 2.71 -2.37
C 1.14 2.38 -2.97
C 1.33 1.59 -4.20
C 3.63 2.88 -2.45
C -0.79 4.09 -0.27
C -1.44 2.39 -2.91
Sn 3.47 -0.67 -2.25
Cl 2.16 1.37 1.65
Cl 4.24 -2.54 -1.50
O -0.56 -0.69 -0.52
H 3.01 3.58 0.48
H 1.63 4.68 0.74
H 2.93 5.13 -0.42
H -0.68 3.66 0.74
H -1.81 3.92 -0.63
H -0.63 5.18 -0.19
H -2.21 2.56 -2.14
H -1.45 1.34 -3.23
H -1.67 3.03 -3.78
H 0.36 1.16 -4.50
H 2.06 0.77 -4.09
H 1.67 2.25 -5.03
H 4.18 2.68 -1.52
H 4.01 3.81 -2.85
H 3.89 2.10 -3.17
H 0.48 -0.66 -0.89
O 1.51 -1.28 -2.03
H 1.23 -1.91 -2.78
C 2.88 -4.22 1.91
C 2.29 -4.23 0.63
C 1.27 -3.31 0.36
C 0.71 -2.43 1.35
C 1.37 -2.40 2.56
C 2.44 -3.26 2.87
Si -0.79 -1.42 0.89
C -2.19 -2.61 0.58
C -2.20 -3.32 -0.63
C -3.29 -4.12 -0.99
C -4.40 -4.25 -0.13
C -4.36 -3.60 1.12
C -3.26 -2.82 1.48
C -1.36 -0.27 2.21
C -2.06 0.87 1.79
C -2.53 1.79 2.74
C -2.28 1.61 4.11
C -1.63 0.46 4.53
C -1.20 -0.50 3.59
H 3.73 -4.88 2.11
H 2.68 -4.83 -0.15
H 0.77 -3.35 -0.62
H 1.14 -1.65 3.30
H 2.91 -3.30 3.89
H -1.38 -3.21 -1.36
H -3.31 -4.65 -1.96
H -5.25 -4.91 -0.38
H -5.19 -3.71 1.83
H -3.24 -2.29 2.45
H -2.23 1.02 0.74
H -3.09 2.66 2.37
H -2.63 2.38 4.82
H -1.45 0.31 5.59
H -0.76 -1.43 3.97
*
```

Summary:
- LUMO level (alpha / beta): 4.24 / 4.24 eV
- ΔE to the lowest compared entry with this formula, charge and spin: 0.0 kcal/mol
- HOMO level (alpha / beta): 0.32 / 0.32 eV
- Gap between HOMO and LUMO (alpha / beta): 3.920 / 3.921 eV
- E: -72406.32432 eV



Entry 2:
Entry from the Open Molecules 2025 dataset: C28H32N10O8S3V as an isolated structure (the ωB97M-V functional and the def2-TZVPD basis).

ORCA input file:
```
! RIJCOSX wB97M-V def2-TZVPD def2/J DEFGRID3
* xyz -1 3
V 0.30 -0.62 0.05
O -1.69 3.05 -4.82
C -2.41 3.66 -3.89
O -2.99 4.70 -4.10
C -2.51 3.01 -2.55
C -3.30 3.57 -1.57
N -3.21 2.76 -0.50
N -2.41 1.71 -0.70
C -1.97 1.85 -1.94
C -1.03 0.82 -2.53
O -0.80 0.89 -3.75
O -0.53 -0.05 -1.76
H -1.33 2.18 -4.46
H -3.89 4.47 -1.59
H -3.66 2.87 0.39
S 1.35 -1.35 1.94
C 2.42 -0.01 2.46
C 3.53 0.25 1.67
C 4.45 1.25 2.00
C 5.59 1.48 1.17
N 6.50 1.65 0.49
C 4.23 1.98 3.18
C 3.12 1.71 3.96
C 2.17 0.72 3.65
S 0.79 0.53 4.67
C 5.12 3.04 3.58
N 5.83 3.87 3.92
H 3.69 -0.33 0.78
H 2.97 2.28 4.87
C 2.27 -5.58 -0.40
C 1.26 -5.87 -1.50
C 0.76 -4.61 -2.24
C -0.25 -5.00 -3.33
C -0.78 -3.81 -4.11
C 1.96 -3.98 -2.92
O 2.58 -4.53 -3.80
N 2.33 -2.72 -2.48
C 1.64 -2.03 -1.52
O 2.01 -0.88 -1.19
N 0.56 -2.52 -0.90
C 0.05 -3.73 -1.21
O -0.98 -4.15 -0.69
H 2.54 -6.50 0.12
H 1.86 -4.89 0.35
H 3.19 -5.14 -0.79
H 0.38 -6.37 -1.10
H 1.70 -6.53 -2.26
H -1.07 -5.52 -2.83
H 0.24 -5.71 -4.00
H -1.22 -3.06 -3.45
H -1.55 -4.11 -4.82
H 0.01 -3.32 -4.68
H 3.11 -2.26 -2.93
C -1.37 5.53 1.81
C -1.10 4.72 3.07
C -2.23 3.74 3.37
C 0.25 4.01 3.01
N 0.35 3.09 1.89
C -0.03 1.83 1.81
N 0.37 1.36 0.66
N 1.01 2.37 0.02
N 1.01 3.41 0.75
H -2.30 6.09 1.91
H -1.47 4.87 0.94
H -0.57 6.23 1.59
H -1.02 5.41 3.92
H -2.32 3.01 2.56
H -3.18 4.27 3.45
H -2.05 3.19 4.29
H 0.43 3.41 3.91
H 1.07 4.72 2.89
H -0.48 1.25 2.61
C -3.04 -2.81 1.56
S -2.95 -1.23 0.73
C -3.13 -1.81 -0.95
O -1.51 -0.83 0.96
H -2.26 -3.45 1.15
H -4.03 -3.24 1.40
H -2.88 -2.62 2.62
H -4.20 -1.85 -1.17
H -2.64 -2.77 -1.08
H -2.65 -1.06 -1.58
*
```

Summary:
- LUMO level (alpha / beta): 1.62 / 1.64 eV
- HOMO level (alpha / beta): -4.67 / -4.66 eV
- Gap between HOMO and LUMO (alpha / beta): 6.296 / 6.307 eV
- E: -119037.10183 eV



Entry 3:
Entry from the Open Molecules 2025 dataset: one molecule with the formula C28H32N2O (the ωB97M-V functional and the def2-TZVPD basis).

ORCA input file:
```
! RIJCOSX wB97M-V def2-TZVPD def2/J DEFGRID3
* xyz 0 1
C 4.26 -2.18 -1.02
C 4.48 -2.69 -2.23
C 4.74 -4.09 -2.55
C 5.14 -4.42 -3.84
C 5.40 -5.73 -4.19
C 5.27 -6.74 -3.26
C 4.86 -6.43 -1.97
C 4.60 -5.12 -1.62
C 4.03 -0.72 -0.76
N 2.90 -0.55 0.14
C 1.63 -0.98 -0.43
C 1.06 0.03 -1.44
N 0.91 1.36 -0.88
C -0.22 1.53 0.02
C -0.81 2.94 -0.16
O -1.80 3.27 0.78
C -3.04 2.61 0.61
C -3.05 1.21 1.21
C -2.52 1.01 2.48
C -2.53 -0.25 3.04
C -3.07 -1.32 2.35
C -3.61 -1.12 1.09
C -3.60 0.14 0.52
C -4.13 3.40 1.31
C -5.46 3.14 1.02
C -6.47 3.82 1.68
C -6.15 4.77 2.63
C -4.83 5.04 2.92
C -3.82 4.35 2.27
C 2.18 1.80 -0.31
C 2.77 0.78 0.69
H 4.24 -2.80 -0.13
H 4.50 -2.02 -3.08
H 5.25 -3.64 -4.58
H 5.72 -5.97 -5.20
H 5.47 -7.77 -3.53
H 4.75 -7.22 -1.24
H 4.28 -4.90 -0.61
H 4.91 -0.32 -0.24
H 3.93 -0.18 -1.71
H 1.78 -1.95 -0.92
H 0.93 -1.11 0.40
H 0.09 -0.31 -1.80
H 1.73 0.11 -2.30
H -0.98 0.79 -0.24
H 0.03 1.39 1.08
H -1.20 3.04 -1.18
H -0.03 3.69 -0.02
H -3.28 2.55 -0.46
H -2.10 1.86 3.01
H -2.11 -0.40 4.03
H -3.07 -2.30 2.79
H -4.03 -1.95 0.55
H -4.01 0.29 -0.47
H -5.71 2.39 0.28
H -7.50 3.61 1.44
H -6.94 5.31 3.14
H -4.58 5.78 3.67
H -2.78 4.56 2.49
H 2.04 2.76 0.18
H 2.88 1.94 -1.14
H 3.74 1.12 1.04
H 2.11 0.71 1.56
*
```

Summary:
- SMILES: C(=C\c1ccccc1)/CN1CCN(CCOC(c2ccccc2)c2ccccc2)CC1
- LUMO level: 0.79 eV
- ΔE to the lowest compared entry with this formula, charge and spin: 11.4 kcal/mol
- HOMO level: -7.62 eV
- Gap between HOMO and LUMO: 8.414 eV
- E: -34582.00458 eV